Entry 1:
ORCA calculation (ωB97M-V/def2-TZVPD) on a structure of composition C26H27ErN3O7Si at a distorted geometry.

Geometry as XYZ:
```
65
Properties=species:S:1:pos:R:3:lowdin_spin:R:1
Er 0.131 1.848 -0.607 3.0047
O -3.412 3.025 -2.460 -0.0003
C -2.337 2.467 -2.302 0.0003
O -1.732 2.672 -1.170 -0.0002
C -1.788 1.585 -3.419 0.0003
C -2.620 1.510 -4.562 0.0001
C -2.293 0.753 -5.693 0.0000
C -1.095 0.040 -5.700 0.0000
C -0.215 0.063 -4.606 0.0000
C -0.556 0.836 -3.458 0.0002
O 0.284 0.833 -2.463 -0.0009
N 1.004 -0.700 -4.687 0.0000
O 1.786 -0.714 -3.785 0.0000
O 1.253 -1.335 -5.667 0.0000
N -3.171 0.711 -6.824 0.0000
O -2.889 0.064 -7.787 0.0000
O -4.198 1.322 -6.818 0.0000
H -3.556 2.052 -4.586 0.0000
H -0.842 -0.545 -6.575 0.0000
C 2.197 0.955 0.029 -0.0027
Si 1.622 -0.113 1.418 0.0011
C -0.043 -0.951 0.902 0.0010
N -0.957 0.036 0.294 -0.0036
C -1.789 -0.563 -0.756 -0.0002
C -2.826 -1.554 -0.221 -0.0002
C -3.521 -1.054 1.046 0.0001
C -3.277 0.434 1.261 0.0002
C -1.774 0.747 1.300 0.0011
C 1.434 0.768 3.078 0.0000
C 1.728 2.135 3.220 -0.0002
C 1.574 2.774 4.454 -0.0001
C 1.123 2.061 5.563 0.0000
C 0.823 0.708 5.441 0.0000
C 0.974 0.066 4.211 0.0000
C 2.959 -1.469 1.685 0.0002
C 3.832 -1.456 2.787 0.0000
C 4.801 -2.452 2.943 0.0000
C 4.922 -3.468 1.998 0.0000
C 4.079 -3.489 0.892 0.0000
C 3.106 -2.499 0.734 0.0000
H 2.454 0.334 -0.853 0.0008
H 3.074 1.627 0.133 0.0001
H -0.490 -1.487 1.747 0.0001
H 0.242 -1.704 0.158 0.0000
H -1.162 -1.053 -1.512 0.0000
H -2.300 0.243 -1.299 0.0000
H -2.357 -2.524 -0.015 0.0000
H -3.574 -1.734 -1.002 0.0000
H -3.140 -1.611 1.911 0.0000
H -4.596 -1.261 0.992 0.0000
H -3.744 0.757 2.199 0.0000
H -3.757 1.005 0.457 0.0000
H -1.416 0.555 2.318 0.0000
H -1.645 1.824 1.141 0.0006
H 2.076 2.724 2.374 -0.0002
H 1.806 3.832 4.547 0.0000
H 1.005 2.561 6.520 0.0000
H 0.471 0.149 6.305 0.0000
H 0.733 -0.995 4.150 0.0000
H 3.781 -0.671 3.540 0.0000
H 5.465 -2.429 3.803 0.0000
H 5.680 -4.237 2.120 0.0000
H 4.180 -4.274 0.147 0.0000
H 2.474 -2.541 -0.152 0.0000
H 0.000 2.806 1.163 -0.0022
```

For the HOMO energy (alpha / beta), the calculation gives -4.699 / -4.767 eV. The value obtained for the largest force on an atom is 3.243 eV Å⁻¹. Its net charge is -1. For the molecular weight, the calculation gives 688.86 g mol⁻¹. Its spin multiplicity is 4.



Entry 2:
ORCA calculation (ωB97M-V/def2-TZVPD) on a cluster of 9 separate species, C4H25NO8 in total at a distorted geometry.

Geometry as XYZ:
```
38
Properties=species:S:1:pos:R:3:lowdin_charge:R:1
C -1.827 2.085 0.775 0.0049
C -2.164 0.790 0.770 -0.1413
C -1.122 -0.312 0.614 -0.2597
N -1.262 -1.593 1.322 -0.0975
C -0.183 -1.819 2.213 -0.1439
H -2.498 2.888 1.026 0.0569
H -0.815 2.421 0.635 0.0545
H -3.151 0.388 0.802 0.0875
H -0.114 0.127 0.761 0.1113
H -0.967 -0.522 -0.441 0.0751
H -2.226 -1.725 1.572 0.1005
H 0.314 -0.920 2.585 0.0648
H 0.548 -2.550 1.876 0.0814
H -0.517 -2.390 3.017 0.0585
O 2.835 1.705 -1.002 -0.1725
H 3.163 0.810 -0.621 0.0093
H 2.605 2.298 -0.175 0.0647
O -0.127 1.680 3.127 -0.0306
H -0.582 0.846 2.983 0.0173
H -0.594 2.278 3.669 0.0289
O 2.557 1.060 1.833 -0.0506
H 2.166 1.049 2.768 0.0710
H 2.841 0.196 1.825 -0.0250
O -2.699 -1.147 -2.433 -0.0037
H -2.284 -1.229 -1.475 0.1113
H -2.961 -1.945 -2.221 -0.0400
O -0.215 2.006 -2.617 0.0360
H -0.312 2.717 -3.113 -0.0198
H 0.110 2.185 -1.747 0.0414
O -0.301 -0.563 -3.299 -0.0948
H -0.116 0.394 -3.376 0.0201
H -1.266 -0.605 -3.122 -0.0019
O 1.238 -2.311 -1.882 -0.0885
H 1.070 -3.232 -1.634 0.0553
H 0.704 -1.849 -2.580 0.0257
O 3.041 -0.933 -0.570 -0.0506
H 3.041 -1.185 -1.437 -0.0138
H 2.071 -1.094 -0.428 0.0576
```

For the HOMO energy, the calculation gives -9.076 eV. The value obtained for the largest force on an atom is 8.247 eV Å⁻¹. For the molecular weight, the calculation gives 215.24 g mol⁻¹. The relative energy (zero: lowest compared OMol25 entry of this formula, charge and spin) is 449.3 kJ/mol.



Entry 3:
ORCA calculation (ωB97M-V/def2-TZVPD) on an isolated molecule of C7H12S at a distorted geometry.

Geometry as XYZ:
```
20
Properties=species:S:1:pos:R:3:lowdin_charge:R:1
C -2.241 -0.666 0.492 -0.0370
C -0.873 -0.137 -0.013 -0.5349
C -0.678 -0.411 -1.538 -0.0433
C -0.641 1.405 0.110 -0.0574
C 0.222 -0.753 0.893 -0.0462
C 1.541 -0.445 0.850 -0.0751
C 2.617 0.309 0.711 -0.3833
S 4.421 0.066 -0.114 0.6056
H -2.348 -1.637 0.053 0.0825
H -2.060 -0.793 1.569 0.0787
H -3.022 0.050 0.423 0.0717
H -1.610 -0.023 -1.825 0.0625
H 0.075 0.243 -1.982 0.0789
H -0.357 -1.307 -1.990 0.0653
H 0.306 1.694 -0.296 0.0650
H -0.555 1.641 1.137 0.0686
H -1.391 2.064 -0.267 0.0740
H -0.241 -1.564 1.355 0.0745
H 2.831 1.231 1.278 0.0436
H 4.003 -0.966 -0.844 -0.1938
```

For the HOMO energy, the calculation gives -8.815 eV. The value obtained for the largest force on an atom is 3.232 eV Å⁻¹. For the molecular weight, the calculation gives 128.24 g mol⁻¹. The relative energy (zero: lowest compared OMol25 entry of this formula, charge and spin) is 375.8 kJ/mol.



Entry 4:
ORCA calculation (ωB97M-V/def2-TZVPD) on the ion C7H9N2 with charge +1 at a distorted geometry.

Geometry as XYZ:
```
18
Properties=species:S:1:pos:R:3:lowdin_charge:R:1
C -3.004 0.606 1.068 0.1993
C -2.024 0.180 0.435 -0.0372
C -1.073 -0.572 -0.374 -0.4531
N -1.035 -0.529 -1.687 0.2149
N -0.340 -1.301 0.349 0.1683
C 0.839 -1.701 0.590 -0.0126
C 1.895 -0.793 0.273 -0.0713
C 1.838 0.507 0.073 -0.0946
C 0.812 1.486 0.252 -0.0737
H -3.941 0.933 1.659 0.1105
H -1.805 0.064 -2.032 0.1535
H -0.330 -1.163 -2.262 0.2216
H 1.033 -2.698 1.121 0.1756
H 2.771 -1.360 0.051 0.1107
H 2.750 0.998 -0.269 0.1341
H 0.153 1.417 1.090 0.0883
H 1.223 2.457 0.299 0.0888
H 0.236 1.468 -0.636 0.0769
```

For the HOMO energy, the calculation gives -14.074 eV. The value obtained for the largest force on an atom is 3.931 eV Å⁻¹. Its net charge is +1. For the molecular weight, the calculation gives 121.16 g mol⁻¹. The relative energy (zero: lowest compared OMol25 entry of this formula, charge and spin) is 402.4 kJ/mol.



Entry 5:
ORCA calculation (ωB97M-V/def2-TZVPD) on a cluster of 10 separate species, C39H66N2O28 in total at a distorted geometry.

Geometry as XYZ:
```
135
Properties=species:S:1:pos:R:3:lowdin_charge:R:1
O -5.222 0.637 -5.742 0.1039
N -4.152 0.126 -5.863 -0.3500
O -3.449 0.142 -6.861 0.0503
C -3.533 -0.628 -4.703 -0.1206
C -2.374 -1.317 -4.942 -0.0345
C -1.745 -1.857 -3.859 -0.0745
C -2.337 -1.870 -2.621 -0.0366
C -3.550 -1.187 -2.425 -0.0696
C -4.155 -0.572 -3.448 -0.0144
H -1.953 -1.447 -5.918 0.1107
H -0.770 -2.353 -4.004 0.1047
H -1.846 -2.273 -1.741 0.0917
H -4.038 -1.123 -1.467 0.0757
H -5.032 0.008 -3.206 0.1173
O -2.118 1.742 1.723 0.0850
N -0.964 1.783 2.100 -0.2937
O -0.587 2.301 3.151 0.0407
C 0.080 1.232 1.180 -0.1294
C 1.390 1.200 1.583 -0.0009
C 2.383 0.656 0.761 -0.0485
C 2.040 0.245 -0.510 -0.0639
C 0.720 0.289 -0.904 -0.0510
C -0.314 0.690 -0.048 0.0197
H 1.533 1.625 2.578 0.1219
H 3.380 0.559 1.097 0.0916
H 2.694 -0.154 -1.276 0.0910
H 0.497 -0.020 -1.933 0.1044
H -1.327 0.819 -0.336 0.0947
C 3.359 4.143 2.121 -0.0347
O 4.094 3.125 1.471 -0.0106
C 5.287 2.768 1.993 -0.5607
O 5.818 3.277 2.943 0.1327
O 5.886 1.884 1.156 -0.0118
C 7.218 1.576 1.467 -0.0655
H 3.946 4.982 2.491 0.0992
H 2.882 3.764 3.012 0.0751
H 2.590 4.467 1.444 0.1017
H 7.317 1.521 2.550 0.0916
H 7.958 2.333 1.119 0.1109
H 7.497 0.638 1.006 0.0896
C 1.344 -2.524 2.589 -0.0246
O 0.121 -1.797 2.729 -0.0079
C -0.915 -2.005 1.903 -0.5962
O -0.953 -2.785 0.979 0.1064
O -1.952 -1.236 2.256 -0.0141
C -3.163 -1.322 1.463 -0.0270
H 1.862 -2.431 3.550 0.1007
H 1.946 -2.078 1.808 0.0769
H 1.174 -3.581 2.379 0.0938
H -3.932 -0.611 1.873 0.1057
H -3.589 -2.312 1.368 0.0972
H -2.942 -0.913 0.462 0.0665
C 0.654 4.919 4.449 -0.0109
O 1.754 4.335 5.240 -0.0277
C 2.889 5.026 5.413 -0.6421
O 3.191 6.015 4.817 0.1311
O 3.654 4.233 6.137 -0.0022
C 4.970 4.607 6.339 -0.0612
H 1.039 5.739 3.823 0.0906
H -0.211 5.360 5.003 0.1051
H 0.235 4.118 3.836 0.0528
H 5.428 4.700 5.340 0.0942
H 5.478 3.893 7.025 0.1086
H 4.979 5.624 6.822 0.1127
C 3.613 -0.206 -4.408 -0.0096
O 2.996 0.239 -5.636 0.0081
C 1.845 -0.343 -5.988 -0.6006
O 1.139 -1.055 -5.318 0.1130
O 1.605 -0.023 -7.261 0.0005
C 0.448 -0.567 -7.915 -0.0155
H 3.864 -1.252 -4.429 0.0888
H 2.873 -0.138 -3.571 0.0774
H 4.424 0.477 -4.189 0.0972
H 0.278 -0.101 -8.914 0.1129
H -0.429 -0.355 -7.313 0.0651
H 0.583 -1.626 -8.011 0.0918
C -2.767 5.648 -2.544 -0.0413
O -2.232 4.798 -3.526 -0.0007
C -1.871 3.535 -3.282 -0.6171
O -1.665 3.060 -2.213 0.1327
O -1.691 2.926 -4.460 0.0158
C -0.947 1.664 -4.435 0.0066
H -2.837 6.622 -3.002 0.0962
H -2.085 5.603 -1.684 0.1011
H -3.719 5.309 -2.141 0.0827
H -1.301 0.959 -3.705 0.0737
H 0.118 1.894 -4.294 0.1090
H -1.051 1.308 -5.424 0.0700
C 0.075 1.393 6.328 0.0132
O 0.261 0.243 7.221 0.0189
C -0.292 0.264 8.394 -0.6360
O -1.068 1.107 8.807 0.1059
O 0.187 -0.776 9.083 -0.0045
C -0.391 -1.116 10.346 -0.0373
H -0.103 2.294 6.904 0.0925
H -0.796 1.229 5.738 0.0804
H 0.997 1.491 5.777 0.0881
H -1.343 -1.639 10.265 0.0953
H -0.471 -0.280 11.005 0.0844
H 0.299 -1.870 10.716 0.0916
C -7.974 -0.182 0.646 -0.0361
O -7.354 1.104 0.499 0.0023
C -6.152 1.036 -0.102 -0.5607
O -5.525 0.038 -0.281 0.1094
O -5.765 2.265 -0.572 0.0065
C -4.441 2.452 -1.063 -0.0419
H -7.485 -0.857 1.376 0.1057
H -7.978 -0.628 -0.359 0.1024
H -8.997 0.052 0.921 0.0926
H -4.318 2.238 -2.127 0.0939
H -3.683 1.934 -0.471 0.0840
H -4.193 3.469 -0.891 0.0674
C 3.984 -3.800 -1.873 -0.0968
O 3.156 -3.567 -2.985 -0.1701
C 1.879 -3.046 -2.785 -0.2237
C 1.056 -3.720 -1.713 -0.2338
O 0.928 -5.073 -2.023 -0.1256
C 0.267 -5.775 -0.951 -0.1493
C -0.026 -7.128 -1.593 -0.2214
O -1.145 -6.984 -2.449 -0.1645
C -1.282 -8.185 -3.238 -0.0963
H 4.915 -4.170 -2.340 0.1001
H 3.499 -4.489 -1.167 0.0816
H 4.196 -2.848 -1.310 0.0948
H 1.321 -3.068 -3.706 0.1051
H 1.810 -1.993 -2.508 0.0902
H 0.099 -3.210 -1.799 0.1015
H 1.501 -3.538 -0.719 0.1217
H -0.615 -5.245 -0.645 0.1185
H 1.011 -5.793 -0.159 0.1233
H -0.179 -7.825 -0.757 0.1246
H 0.882 -7.427 -2.135 0.1292
H -2.126 -7.975 -3.914 0.0916
H -1.573 -9.036 -2.641 0.0760
H -0.405 -8.449 -3.826 0.0849
```

For the HOMO energy, the calculation gives -9.720 eV. The value obtained for the largest force on an atom is 2.425 eV Å⁻¹. For the molecular weight, the calculation gives 1010.94 g mol⁻¹.



Entry 6:
ORCA calculation (ωB97M-V/def2-TZVPD) on a cluster of 2 separate species, C2H4F2NOPS in total at a distorted geometry.

Geometry as XYZ:
```
12
Properties=species:S:1:pos:R:3:lowdin_charge:R:1
N 1.398 -1.020 -1.303 -0.0723
P 2.058 0.066 -0.247 0.1065
F 3.293 -0.791 0.307 -0.2165
F 1.297 -0.194 1.186 -0.2386
S 2.369 1.892 -0.643 0.3121
H 1.288 -0.419 -2.060 0.0062
H 0.850 -1.838 -0.965 0.1029
C -2.939 0.648 0.940 0.0093
C -1.894 0.241 0.319 -0.2607
O -0.952 -0.255 -0.171 0.1003
H -3.159 0.214 1.946 0.0911
H -3.608 1.454 0.690 0.0597
```

For the HOMO energy, the calculation gives -9.719 eV. The value obtained for the largest force on an atom is 4.407 eV Å⁻¹. For the molecular weight, the calculation gives 159.10 g mol⁻¹. The relative energy (zero: lowest compared OMol25 entry of this formula, charge and spin) is 121.1 kJ/mol.



Entry 7:
ORCA calculation (ωB97M-V/def2-TZVPD) on a structure of composition CH2N3O6P at a distorted geometry.

Geometry as XYZ:
```
13
Properties=species:S:1:pos:R:3:lowdin_charge:R:1
C -0.374 0.201 1.631 -0.5571
N -1.533 0.545 1.314 0.0597
N 0.524 0.237 -0.102 -0.0274
N 1.272 1.209 -0.420 -0.5509
O 1.411 2.159 0.372 -0.0873
O -0.521 -0.345 -2.466 -0.3963
O -0.924 -1.792 -0.413 -0.2309
O 0.402 -0.133 2.468 0.0290
O 1.866 1.207 -1.502 -0.0644
O 1.353 -1.882 -1.523 -0.3898
P 0.202 -0.967 -1.319 0.2008
H -1.506 -1.078 -0.137 -0.0129
H -2.171 0.639 2.099 0.0277
```

For the HOMO energy, the calculation gives -1.190 eV. The value obtained for the largest force on an atom is 2.501 eV Å⁻¹. Its net charge is -2. For the molecular weight, the calculation gives 183.02 g mol⁻¹. The relative energy (zero: lowest compared OMol25 entry of this formula, charge and spin) is 46.5 kJ/mol.



Entry 8:
ORCA calculation (ωB97M-V/def2-TZVPD) on a cluster of 6 separate species, C12H36IN4O7P2 in total at a distorted geometry.

Geometry as XYZ:
```
62
Properties=species:S:1:pos:R:3:lowdin_charge:R:1
N 2.688 -1.513 -1.330 0.1309
C 2.521 -1.306 -2.819 -0.1191
N 1.353 -0.858 -3.669 -0.2471
P -0.286 -0.465 -3.086 0.8253
O -0.414 -0.284 -1.520 -0.4746
N 1.659 -0.765 -5.039 0.0440
C 3.094 -1.188 -5.264 0.0097
N 3.584 -1.524 -3.873 -0.2799
P 5.270 -2.102 -3.785 0.5389
O 5.355 -3.360 -5.036 -0.4035
I 5.736 -3.329 -1.689 0.4827
H 2.024 -0.880 -0.791 0.0993
H 3.642 -1.195 -0.989 0.0641
H -0.804 0.769 -3.692 0.0600
H -1.181 -1.566 -3.466 0.0538
H 3.750 -1.254 -6.244 0.1697
H 4.557 -3.952 -4.803 0.0739
C 0.966 -4.180 1.611 -0.0894
C 0.882 -2.842 2.318 -0.3109
O 1.029 -1.788 1.378 -0.1155
H 1.925 -4.282 1.094 0.0697
H 0.858 -5.004 2.322 0.0804
H 0.183 -4.266 0.851 0.0728
H 1.679 -2.751 3.061 0.1189
H -0.080 -2.727 2.827 0.1115
H 0.311 -1.872 0.727 0.0624
C 2.947 2.631 -1.917 -0.0846
C 4.448 2.555 -2.102 -0.3074
O 4.952 1.374 -1.495 -0.0939
H 2.690 2.628 -0.852 0.0871
H 2.543 3.538 -2.375 0.0836
H 2.457 1.761 -2.365 0.0422
H 4.936 3.414 -1.633 0.1243
H 4.713 2.545 -3.164 0.1111
H 4.519 0.616 -1.925 0.0307
C -1.927 0.583 2.120 -0.0822
C -3.028 -0.357 1.674 -0.3006
O -3.545 0.062 0.419 -0.0961
H -2.305 1.607 2.203 0.0825
H -1.521 0.276 3.088 0.0513
H -1.114 0.603 1.386 0.0628
H -3.848 -0.357 2.398 0.1170
H -2.654 -1.381 1.575 0.1075
H -2.811 0.051 -0.219 0.0659
C -2.657 0.496 7.091 -0.0903
C -2.069 0.511 5.695 -0.3387
O -2.132 -0.790 5.129 -0.1071
H -2.114 -0.207 7.730 0.0801
H -2.612 1.491 7.543 0.0776
H -3.701 0.166 7.068 0.0759
H -1.020 0.820 5.725 0.1180
H -2.615 1.203 5.046 0.1032
H -3.068 -1.052 5.100 0.0921
C -3.768 3.877 -1.584 -0.1002
C -5.085 3.268 -1.152 -0.3223
O -5.106 1.883 -1.467 -0.0939
H -3.617 3.744 -2.660 0.0717
H -3.738 4.946 -1.352 0.0743
H -2.929 3.383 -1.081 0.0643
H -5.919 3.749 -1.672 0.1145
H -5.237 3.385 -0.074 0.1103
H -4.367 1.464 -0.993 0.0414
```

For the HOMO energy, the calculation gives -11.506 eV. The value obtained for the largest force on an atom is 7.214 eV Å⁻¹. Its net charge is +1. For the molecular weight, the calculation gives 537.29 g mol⁻¹.